{
  "formula": "C44H100O32P4",
  "method": "ωB97M-V/def2-TZVPD",
  "e_tot_ha": -5509.93808,
  "s_squared": 0.7503,
  "charge": -1,
  "spin_multiplicity": 2,
  "de_lowest_kcal_mol": 0.00,
  "species": ["C", "O", "P", "O", "O", "C", "O", "C", "H", "H", "H", "H", "H", "H", "H", "H", "H", "C", "O", "P", "O", "O", "C", "O", "C", "H", "H", "H", "H", "H", "H", "H", "H", "H", "C", "O", "P", "O", "O", "C", "O", "C", "H", "H", "H", "H", "H", "H", "H", "H", "H", "C", "O", "P", "O", "O", "C", "O", "C", "H", "H", "H", "H", "H", "H", "H", "H", "H", "O", "C", "O", "C", "C", "C", "H", "H", "H", "H", "H", "H", "H", "H", "O", "C", "O", "C", "C", "C", "H", "H", "H", "H", "H", "H", "H", "H", "O", "C", "O", "C", "C", "C", "H", "H", "H", "H", "H", "H", "H", "H", "O", "C", "O", "C", "C", "C", "H", "H", "H", "H", "H", "H", "H", "H", "O", "C", "O", "C", "C", "C", "H", "H", "H", "H", "H", "H", "H", "H", "O", "C", "O", "C", "C", "C", "H", "H", "H", "H", "H", "H", "H", "H", "O", "C", "O", "C", "C", "C", "H", "H", "H", "H", "H", "H", "H", "H", "O", "C", "O", "C", "C", "C", "H", "H", "H", "H", "H", "H", "H", "H"],
  "coordinates": [[0.436, 3.429, -2.583], [1.638, 3.162, -3.322], [1.539, 2.372, -4.787], [0.164, 2.041, -5.188], [2.300, 3.404, -5.780], [3.691, 3.579, -5.708], [2.531, 1.113, -4.573], [2.372, -0.006, -5.417], [-0.527, 3.235, -3.055], [0.401, 4.507, -2.422], [0.457, 2.959, -1.601], [4.047, 2.622, -6.089], [3.947, 3.932, -4.710], [4.079, 4.356, -6.367], [1.347, -0.362, -5.313], [3.072, -0.830, -5.275], [2.430, 0.302, -6.460], [-2.594, 3.236, 9.361], [-1.729, 3.255, 8.216], [-1.730, 4.518, 7.188], [-3.112, 4.870, 6.698], [-0.740, 4.060, 6.023], [-1.137, 3.043, 5.082], [-0.862, 5.643, 7.977], [0.313, 5.365, 8.773], [-2.113, 3.046, 10.320], [-3.327, 2.436, 9.254], [-3.093, 4.194, 9.510], [-2.086, 2.527, 5.233], [-0.376, 2.263, 5.084], [-1.130, 3.454, 4.072], [0.621, 6.267, 9.301], [1.138, 4.942, 8.199], [0.127, 4.531, 9.449], [0.518, -4.014, -2.977], [1.600, -3.493, -3.808], [3.086, -3.938, -3.430], [3.308, -5.413, -3.300], [3.359, -3.106, -2.029], [4.645, -3.109, -1.488], [3.951, -3.056, -4.485], [5.188, -3.535, -4.854], [0.805, -4.591, -2.098], [-0.073, -4.693, -3.592], [-0.145, -3.204, -2.675], [5.352, -3.818, -1.920], [4.622, -3.277, -0.411], [5.015, -2.096, -1.645], [5.947, -2.811, -4.556], [5.202, -3.575, -5.944], [5.511, -4.521, -4.519], [1.773, -4.231, 4.630], [3.018, -4.073, 3.918], [3.053, -3.015, 2.659], [4.403, -2.989, 1.989], [1.770, -3.442, 1.772], [1.738, -3.277, 0.387], [2.518, -1.598, 3.238], [3.223, -0.957, 4.281], [1.040, -3.600, 4.126], [1.988, -3.745, 5.582], [1.454, -5.263, 4.775], [0.694, -3.403, 0.099], [2.321, -4.095, -0.037], [2.001, -2.300, -0.021], [4.161, -1.451, 4.532], [2.647, -0.933, 5.207], [3.480, 0.074, 4.037], [-1.279, -5.515, -0.753], [-1.875, -6.145, 0.092], [-1.947, -5.892, 1.384], [-1.216, -4.849, 1.981], [-2.008, -3.502, 1.928], [-2.553, -7.419, -0.250], [-0.211, -4.808, 1.562], [-1.043, -4.981, 3.049], [-2.501, -3.405, 0.961], [-1.249, -2.728, 2.039], [-2.652, -3.341, 2.792], [-3.495, -7.441, 0.297], [-1.900, -8.242, 0.043], [-2.817, -7.358, -1.305], [5.868, -0.237, -3.975], [6.072, 0.507, -3.037], [7.272, 0.627, -2.394], [8.386, -0.105, -2.904], [9.706, 0.131, -2.154], [5.039, 1.540, -2.587], [8.534, 0.317, -3.898], [8.132, -1.160, -3.004], [10.525, -0.408, -2.631], [9.719, -0.045, -1.079], [9.961, 1.179, -2.310], [5.276, 2.046, -1.650], [4.090, 1.009, -2.508], [4.992, 2.343, -3.322], [1.701, 3.268, 1.226], [2.767, 2.951, 0.747], [3.709, 3.724, 0.115], [3.535, 5.127, -0.214], [4.428, 5.550, -1.396], [3.231, 1.519, 0.862], [3.697, 5.798, 0.629], [2.485, 5.207, -0.495], [4.392, 6.622, -1.587], [4.143, 4.956, -2.265], [5.462, 5.320, -1.137], [3.401, 1.098, -0.129], [2.504, 1.008, 1.493], [4.204, 1.556, 1.353], [-5.144, -2.100, 0.960], [-5.483, -1.232, 0.124], [-6.680, -1.082, -0.408], [-7.774, -1.942, -0.108], [-8.856, -1.278, 0.725], [-4.400, -0.267, -0.367], [-7.556, -2.895, 0.374], [-8.134, -2.299, -1.073], [-8.988, -0.265, 0.346], [-8.554, -1.176, 1.767], [-9.799, -1.823, 0.705], [-4.380, -0.156, -1.452], [-3.476, -0.772, -0.084], [-4.465, 0.678, 0.171], [-6.778, 4.693, -0.263], [-6.582, 3.541, -0.674], [-5.444, 3.037, -1.068], [-4.336, 3.870, -1.217], [-3.101, 2.989, -1.499], [-7.648, 2.459, -0.471], [-4.053, 4.401, -0.309], [-4.421, 4.541, -2.072], [-3.197, 2.435, -2.433], [-2.998, 2.255, -0.700], [-2.255, 3.676, -1.490], [-8.211, 2.264, -1.384], [-8.361, 2.766, 0.294], [-7.222, 1.488, -0.220], [-2.780, 1.448, -7.409], [-2.489, 0.277, -7.586], [-2.289, -0.604, -6.626], [-2.471, -0.299, -5.278], [-1.725, -1.304, -4.365], [-2.452, -0.286, -8.917], [-3.517, -0.377, -4.983], [-2.133, 0.678, -4.934], [-1.880, -2.376, -4.488], [-1.816, -1.084, -3.302], [-0.670, -1.120, -4.569], [-3.437, -0.609, -9.255], [-1.689, -1.062, -8.984], [-2.138, 0.482, -9.624], [-4.147, 0.686, 5.896], [-3.668, -0.137, 5.061], [-2.404, -0.634, 5.058], [-1.595, -0.339, 6.215], [-0.379, -1.190, 6.002], [-4.443, -0.800, 3.986], [-2.103, -0.668, 7.122], [-1.493, 0.746, 6.252], [-0.569, -2.257, 5.886], [0.221, -1.081, 6.906], [0.182, -0.824, 5.142], [-3.992, -1.718, 3.608], [-4.521, -0.095, 3.158], [-5.487, -1.001, 4.224], [-0.858, -1.164, -0.678], [-0.174, -0.132, -0.794], [-0.298, 0.996, -0.139], [-1.160, 1.132, 0.958], [-0.686, 0.496, 2.283], [1.017, -0.101, -1.740], [-2.167, 0.741, 0.815], [-1.346, 2.206, 0.973], [-0.747, -0.587, 2.175], [-1.384, 0.858, 3.038], [0.288, 0.914, 2.541], [1.071, -0.954, -2.418], [1.897, -0.180, -1.102], [0.976, 0.777, -2.384]]
}